Entry 1:
Entry from the OMol25 dataset: C4H2NaO2Rb as an isolated structure (the ωB97M-V functional and the def2-TZVPD basis).

Properties
Orbital gap (alpha / beta)   3.9 / 3.9 eV
E_HOMO (alpha / beta)   -4.91 / -4.91 eV

CARTESIAN COORDINATES (ANGSTROEM)
C: -1.58499 1.36529 -0.77809
C: -2.46356 2.26614 -0.90443
O: -0.58996 0.87793 -0.06820
Na: -3.67655 -1.03604 -5.33342
H: -3.09247 2.99870 -0.44754
C: -3.85487 1.39035 -2.94237
C: -3.50818 0.17131 -2.96568
O: -2.55319 -0.45132 -2.30261
Rb: -2.40352 -2.16921 0.69717
H: -4.55099 2.17858 -3.12498

Here are the Mulliken charges for atoms 1 to 8, given in e:
1. C 0.389
2. C -0.808
3. O -0.702
4. Na 0.770
5. H 0.343
6. C -0.719
7. C 0.078
8. O -0.615

=====

Entry 2:
Entry from the OMol25 dataset: C4H2O2 as an isolated structure (the ωB97M-V functional and the def2-TZVPD basis).

Properties
Orbital gap (alpha / beta)   8.8 / 8.8 eV
E_HOMO (alpha / beta)   -9.66 / -9.66 eV

CARTESIAN COORDINATES (ANGSTROEM)
C: 1.08395 -0.94632 0.83054
C: -0.05756 1.23253 -0.22787
C: 0.40221 1.00352 1.17586
C: 1.53465 0.55570 0.37521
O: 0.30607 -0.28503 1.83983
O: 1.15393 1.28396 -0.79804
H: 2.08296 -1.53686 1.68435
H: 1.44408 -1.36084 0.01032

Atomic charges from the Mulliken analysis, expressed in e, are listed below:
1. C -0.525
2. C -0.100
3. C -0.028
4. C 0.206
5. O -0.193
6. O -0.105
7. H 0.231
8. H 0.515

=====

Entry 3:
Entry from the OMol25 dataset: one molecule with the formula C4H2O2 (the ωB97M-V functional and the def2-TZVPD basis).

Properties
Orbital gap   9.2 eV
E_HOMO   -9.98 eV

CARTESIAN COORDINATES (ANGSTROEM)
O: -2.89114 -0.55367 -0.01751
C: -1.81662 -0.92004 -0.42840
C: -0.56304 -0.40492 0.06442
C: 0.50337 -0.06944 0.49253
C: 2.18268 1.10821 -0.14384
O: 1.58139 0.55419 0.93414
H: -1.70050 -1.68884 -1.20913
H: 2.70386 1.97452 0.30778

Atomic charges from the Mulliken analysis, expressed in e, are listed below:
1. O -0.411
2. C -0.382
3. C -0.238
4. C 1.103
5. C -0.235
6. O -0.270
7. H 0.267
8. H 0.164

=====

Entry 4:
Entry from the OMol25 dataset: one molecule with the formula C4H2O2 (the ωB97M-V functional and the def2-TZVPD basis).

Properties
Orbital gap   10.0 eV
E_HOMO   -11.00 eV

CARTESIAN COORDINATES (ANGSTROEM)
O: 0.94227 2.68693 -0.79147
C: 1.01264 1.75161 0.02712
C: 0.17577 0.56697 0.02163
C: -0.43829 -0.48454 0.09241
C: -1.04276 -1.75211 -0.05679
O: -0.51792 -2.54883 -0.90169
H: 1.77118 1.75103 0.90505
H: -1.90289 -1.97104 0.70375

Atomic charges from the Mulliken analysis, expressed in e, are listed below:
1. O -0.426
2. C -0.295
3. C 0.452
4. C 0.411
5. C -0.188
6. O -0.430
7. H 0.241
8. H 0.235

=====

Entry 5:
Entry from the OMol25 dataset: one molecule with the formula C4H2O2 (the ωB97M-V functional and the def2-TZVPD basis).

Properties
Orbital gap   10.5 eV
E_HOMO   -10.90 eV

CARTESIAN COORDINATES (ANGSTROEM)
O: 1.13779 -1.84942 -1.59761
C: 1.05848 -0.64725 -1.51630
C: 0.29425 -0.01605 -0.51941
C: -0.30623 0.64783 0.28289
C: -1.13961 0.72696 1.41886
O: -0.61336 0.83327 2.50548
H: 1.55399 0.05315 -2.18896
H: -2.21030 0.79141 1.18423

Atomic charges from the Mulliken analysis, expressed in e, are listed below:
1. O -0.408
2. C -0.257
3. C 0.246
4. C 0.242
5. C 0.045
6. O -0.428
7. H 0.270
8. H 0.290

=====

Entry 6:
Entry from the OMol25 dataset: one molecule with the formula C4H2O2 (the ωB97M-V functional and the def2-TZVPD basis).

Properties
Orbital gap   9.4 eV
E_HOMO   -10.37 eV

CARTESIAN COORDINATES (ANGSTROEM)
C: 2.09030 -0.09842 -0.42769
C: 0.99161 0.24756 -0.07797
C: -0.37097 0.64516 0.21622
O: -0.71143 1.77019 0.50577
C: -1.43004 -0.45812 0.16651
O: -1.19277 -1.59409 0.47564
H: 3.05784 -0.42433 -0.74237
H: -2.43453 -0.08795 -0.11610

Atomic charges from the Mulliken analysis, expressed in e, are listed below:
1. C 0.267
2. C -0.213
3. C 0.083
4. O -0.447
5. C 0.002
6. O -0.402
7. H 0.381
8. H 0.329

=====

Entry 7:
Entry from the OMol25 dataset: one molecule with the formula C4H2O2 (the ωB97M-V functional and the def2-TZVPD basis).

Properties
Orbital gap   10.5 eV
E_HOMO   -11.00 eV

CARTESIAN COORDINATES (ANGSTROEM)
O: 0.56915 2.71817 0.79050
C: 0.40402 2.01138 -0.17587
C: 0.16104 0.57799 -0.07937
C: -0.04888 -0.61162 -0.02260
C: -0.30667 -2.04373 0.04986
O: -1.41967 -2.50806 0.00609
H: 0.42794 2.40643 -1.20642
H: 0.59340 -2.67708 0.14742

Atomic charges from the Mulliken analysis, expressed in e, are listed below:
1. O -0.401
2. C -0.364
3. C 0.494
4. C 0.488
5. C -0.358
6. O -0.397
7. H 0.269
8. H 0.268

=====

Entry 8:
Entry from the OMol25 dataset: C4H2OPb as an isolated structure (the ωB97M-V functional and the def2-TZVPD basis).

Properties
Total charge   +1
Orbital gap (alpha / beta)   6.6 / 7.9 eV
E_HOMO (alpha / beta)   -12.50 / -14.41 eV
Multiplicity   2

CARTESIAN COORDINATES (ANGSTROEM)
C: 1.07339 1.34649 0.06859
C: -0.06905 -0.50775 -1.30185
C: 0.30513 0.26443 -0.32084
C: -1.04450 -0.76673 1.41932
O: -1.62273 -1.65348 0.92786
Pb: -1.49938 -2.18596 -1.26016
H: 1.63210 1.93599 -0.65922
H: 1.22503 1.56700 1.12630

Atomic charges from the Mulliken analysis, expressed in e, are listed below:
1. C -0.748
2. C -0.402
3. C 0.365
4. C 0.373
5. O -0.246
6. Pb 1.066
7. H 0.311
8. H 0.280

=====

The following energy relative to the best compared isomer or geometry (same formula, charge and spin) values (in kJ/mol) correspond, in order, to the records above: 221.47, 854.77, 390.45, 82.57, 63.92, 31.28, 31.00, 0.00.